# 1
Below is a cluster of 2 separate species, C3H11N in total in a non-equilibrium geometry, with properties calculated with ωB97M-V with the def2-TZVPD basis set.

XYZ file:
```
15
C3H11N, DFT ωB97M-V with the def2-TZVPD basis set
C -1.95 0.71 -1.42
C -1.13 0.65 -0.08
N -1.29 -0.55 0.80
H -1.70 -0.27 -1.97
H -1.33 1.47 -1.98
H -3.04 0.91 -1.36
H -1.39 1.46 0.60
H -0.06 0.62 -0.36
H -0.44 -0.61 1.33
H -2.05 -1.01 1.20
C 2.85 -0.65 0.64
H 2.15 -0.71 -0.17
H 3.22 0.36 0.94
H 2.42 -1.06 1.54
H 3.75 -1.33 0.27
```

Output
E_HOMO ... -0.31366 Ha
Electronic energy ... -175.5985 Ha
M ... 61.13 g mol⁻¹
HOMO-LUMO gap ... 9.590 eV
SMILES ... CCN.C

Results of the Mulliken charge analysis, in e, for atoms 1 through 4: number 1, C, carries -0.9196; number 2, C, carries -0.0400; number 3, N, carries -0.4941; number 4, H, carries 0.2480

# 2
Below is a cluster of 2 separate species, C3H11N in total in a non-equilibrium geometry, with properties calculated with ωB97M-V with the def2-TZVPD basis set.

XYZ file:
```
15
C3H11N, DFT ωB97M-V with the def2-TZVPD basis set
C -0.31 0.32 2.69
N -0.41 -0.68 1.49
C -1.67 -1.34 1.38
H -0.77 1.18 2.20
H -0.42 -0.32 3.65
H 0.70 0.79 2.77
H 0.29 -1.45 1.64
H -2.24 -1.57 2.32
H -1.68 -2.17 0.67
H -2.43 -0.58 0.92
C 1.74 1.18 -3.93
H 1.78 0.03 -3.88
H 0.99 1.63 -3.24
H 1.67 1.41 -5.02
H 2.76 1.57 -3.67
```

Output
E_HOMO ... -0.32424 Ha
Electronic energy ... -175.5740 Ha
M ... 61.13 g mol⁻¹
HOMO-LUMO gap ... 9.870 eV
SMILES ... CNC.C

Results of the Mulliken charge analysis, in e, for atoms 1 through 4: number 1, C, carries -0.8368; number 2, N, carries -0.4043; number 3, C, carries -0.7238; number 4, H, carries 0.3467

# 3
Below is a cluster of 2 separate species, C3H11N2 in total in a non-equilibrium geometry, with properties calculated with ωB97M-V with the def2-TZVPD basis set.

XYZ file:
```
16
C3H11N2, DFT ωB97M-V with the def2-TZVPD basis set
C 1.76 1.42 0.55
N 0.54 1.05 1.36
H 1.50 1.28 -0.47
H 2.03 2.46 0.75
H 2.59 0.81 0.90
H 0.78 0.46 2.08
H 0.00 0.12 0.31
H -0.10 1.76 1.59
C -0.05 -1.68 -0.59
C -1.88 -0.52 -1.08
N -0.72 -0.37 -0.53
H 0.97 -1.53 -0.12
H 0.05 -1.91 -1.59
H -0.58 -2.42 0.09
H -2.58 0.32 -1.32
H -2.39 -1.44 -1.33
```

Output
E_HOMO ... -0.55527 Ha
Electronic energy ... -230.0849 Ha
M ... 75.13 g mol⁻¹
HOMO-LUMO gap ... 10.609 eV
Total charge ... +1

Results of the Mulliken charge analysis, in e, for atoms 1 through 4: number 1, C, carries -0.7448; number 2, N, carries -0.5879; number 3, H, carries 0.3077; number 4, H, carries 0.3432

# 4
Below is a cluster of 2 separate species, C3H11N2 in total in a non-equilibrium geometry, with properties calculated with ωB97M-V with the def2-TZVPD basis set.

XYZ file:
```
16
C3H11N2, DFT ωB97M-V with the def2-TZVPD basis set
C 1.40 1.51 -0.29
N 0.60 1.01 -1.47
H 2.11 0.81 0.12
H 1.82 2.49 -0.50
H 0.62 1.73 0.44
H 0.27 1.90 -1.87
H -0.03 -0.38 -0.59
H 1.15 0.58 -2.20
C -0.13 -1.58 1.20
C -1.97 -0.63 0.09
N -0.72 -0.72 0.16
H 0.60 -1.08 1.84
H 0.39 -2.49 0.90
H -0.93 -1.88 1.86
H -2.65 -0.14 -0.60
H -2.51 -1.13 0.90
```

Output
E_HOMO ... -0.52628 Ha
Electronic energy ... -230.1187 Ha
M ... 75.13 g mol⁻¹
HOMO-LUMO gap ... 9.693 eV
Total charge ... +1

Results of the Mulliken charge analysis, in e, for atoms 1 through 4: number 1, C, carries -0.8436; number 2, N, carries -0.6575; number 3, H, carries 0.3091; number 4, H, carries 0.3390

# 5
Below is a cluster of 2 separate species, C3H11N2 in total in a non-equilibrium geometry, with properties calculated with ωB97M-V with the def2-TZVPD basis set.

XYZ file:
```
16
C3H11N2, DFT ωB97M-V with the def2-TZVPD basis set
C 0.23 -2.31 -1.07
N -0.71 -1.18 -0.74
H 0.55 -2.85 -0.19
H -0.32 -3.00 -1.71
H 1.07 -1.89 -1.61
H -0.20 -0.38 -0.26
H -1.48 -1.48 -0.14
H -1.13 -0.86 -1.62
C -0.34 2.77 0.95
C -0.03 1.44 1.22
N 0.87 0.72 0.50
H 0.05 3.29 0.08
H -1.06 3.29 1.58
H -0.43 0.91 2.08
H 1.55 0.23 1.09
H 1.36 1.33 -0.17
```

Output
E_HOMO (spin up / spin down) ... -0.75495 / -0.81036 Ha
Electronic energy ... -229.6796 Ha
⟨S²⟩ ... 0.76
M ... 75.13 g mol⁻¹
HOMO-LUMO gap (spin up / spin down) ... 11.651 / 9.389 eV
Total charge ... +2
Spin multiplicity ... 2

Results of the Mulliken charge analysis, in e, for atoms 1 through 4: number 1, C, carries -0.8235; number 2, N, carries -0.2208; number 3, H, carries 0.3500; number 4, H, carries 0.3702

# 6
Below is the ion C3H11N2 with charge +2 in a non-equilibrium geometry, with properties calculated with ωB97M-V with the def2-TZVPD basis set.

XYZ file:
```
16
C3H11N2, DFT ωB97M-V with the def2-TZVPD basis set
C -0.58 1.28 -0.17
C 0.49 0.70 0.87
C 0.62 -0.86 0.92
N -0.13 -1.81 0.13
N -0.43 0.66 -1.48
H -0.53 2.36 -0.34
H -1.59 1.11 0.27
H 0.01 0.91 1.82
H 1.38 1.32 0.64
H 1.67 -1.13 0.59
H 0.66 -1.22 1.99
H 0.44 -2.37 -0.50
H -0.72 -2.40 0.76
H 0.49 0.70 -1.95
H -0.67 -0.34 -1.44
H -1.10 1.09 -2.13
```

Output
E_HOMO (spin up / spin down) ... -0.79443 / -0.79386 Ha
Electronic energy ... -229.6321 Ha
⟨S²⟩ ... 0.75
M ... 75.13 g mol⁻¹
HOMO-LUMO gap (spin up / spin down) ... 13.556 / 7.819 eV
Total charge ... +2
Spin multiplicity ... 2

Results of the Mulliken charge analysis, in e, for atoms 1 through 4: number 1, C, carries -0.6733; number 2, C, carries -0.4774; number 3, C, carries -0.4747; number 4, N, carries -0.2052

# 7
Below is a cluster of 2 separate species, C3H11N2O in total in a non-equilibrium geometry, with properties calculated with ωB97M-V with the def2-TZVPD basis set.

XYZ file:
```
17
C3H11N2O, DFT ωB97M-V with the def2-TZVPD basis set
C -2.16 0.09 0.94
C -0.74 0.63 1.14
N 1.85 -0.35 -0.48
C 1.49 -0.73 0.81
N 0.17 -0.54 1.25
H -2.19 -0.73 1.66
H -2.24 -0.40 -0.03
H -2.91 0.82 1.20
H -0.60 1.34 1.94
H -0.29 1.01 0.22
H 1.54 0.53 -0.82
H 2.10 -1.08 -1.12
H 1.99 -1.49 1.38
H -0.16 -1.40 1.66
H 0.60 0.29 -3.89
H 0.69 1.47 -2.89
O 0.87 0.54 -2.99
```

Output
E_HOMO (spin up / spin down) ... -0.19851 / -0.29863 Ha
Electronic energy ... -305.5524 Ha
⟨S²⟩ ... 0.75
M ... 91.13 g mol⁻¹
HOMO-LUMO gap (spin up / spin down) ... 6.082 / 8.783 eV
Spin multiplicity ... 2

Results of the Mulliken charge analysis, in e, for atoms 1 through 4: number 1, C, carries -1.0411; number 2, C, carries -0.0651; number 3, N, carries -0.3508; number 4, C, carries -0.5072

# 8
Below is a cluster of 2 separate species, C3H11N2O in total in a non-equilibrium geometry, with properties calculated with ωB97M-V with the def2-TZVPD basis set.

XYZ file:
```
17
C3H11N2O, DFT ωB97M-V with the def2-TZVPD basis set
C -2.53 0.96 0.01
C -1.53 -1.23 -0.77
C -1.31 0.09 -0.18
N 3.61 -0.33 0.51
N -0.21 0.65 0.22
O 2.52 0.37 0.04
H -2.34 1.88 -0.57
H -3.34 0.34 -0.26
H -2.68 1.25 1.12
H -1.80 -1.85 0.12
H -2.24 -1.13 -1.58
H -0.53 -1.44 -1.09
H 4.36 -0.45 -0.35
H 3.95 0.30 1.33
H -0.08 1.60 0.57
H 3.32 -1.29 0.83
H 0.83 0.27 0.05
```

Output
E_HOMO ... -0.48611 Ha
Electronic energy ... -305.3071 Ha
M ... 91.13 g mol⁻¹
HOMO-LUMO gap ... 9.699 eV
Total charge ... +1

Results of the Mulliken charge analysis, in e, for atoms 1 through 4: number 1, C, carries -1.2476; number 2, C, carries -1.0708; number 3, C, carries 0.9420; number 4, N, carries -0.3018

What is the electronic energy in the first record?
-175.5985 Ha

What is the M in the second record?
61.13 g mol⁻¹